# 1
Entry from OMol25: CReS7Sb as an isolated structure at a distorted geometry (the ωB97M-V functional and the def2-TZVPD basis).

Calculated values
Gap between HOMO and LUMO (spin up / spin down) (eV): 6.6626 / 6.6630
Total charge: +2
HOMO level (spin up / spin down) (Ha): -0.620 / -0.620

```
10
Properties=species:S:1:pos:R:3:forces:R:3:nbo_charge:R:1
Re 0.069 -0.016 0.001 -0.0217 -0.4889 0.2412 0.247
S -1.647 1.709 3.079 -0.0817 -0.0260 0.1992 0.587
C -0.760 1.606 1.730 0.5368 0.5293 -0.7758 -0.566
S 0.130 2.311 0.567 0.1398 0.0792 -0.1689 0.444
S -1.197 -0.222 1.990 0.0331 -1.0753 -0.2292 0.296
S 1.758 -0.352 -4.370 0.0709 0.1441 -0.0663 -0.267
Sb 0.936 -2.019 -3.311 0.0373 -0.1469 -0.1791 1.356
S 1.871 -1.049 -0.075 -0.6954 0.6534 0.3889 0.173
S -1.033 -0.596 -1.700 0.0028 0.4251 0.5039 -0.016
S 0.488 -4.029 -2.722 -0.0220 -0.0940 0.0861 -0.254
```
Forces are in eV/Å.


# 2
Entry from OMol25: one molecule with the formula C20H31N3O5S at a distorted geometry (the ωB97M-V functional and the def2-TZVPD basis).

Calculated values
Gap between HOMO and LUMO (eV): 8.7500
Total charge: 0
Energy relative to the best compared isomer or geometry (same formula, charge and spin) (kcal/mol): 16.8
HOMO level (Ha): -0.309
SMILES: CC(C)[C@@H](C)NC(=O)COC(=O)c1cc(S(=O)(=O)N(C)C)ccc1N1CCCC1

```
60
Properties=species:S:1:pos:R:3:forces:R:3:nbo_charge:R:1
C 3.329 1.001 0.445 0.1725 -0.1386 -0.1695 -0.630
C 4.372 0.062 -0.164 0.0244 -0.0712 0.0422 -0.213
C 5.642 0.059 0.684 -0.1865 0.0201 -0.2408 -0.608
C 3.838 -1.373 -0.363 0.2986 0.0019 -0.0633 -0.048
C 3.588 -2.137 0.936 0.1111 0.0791 -0.2074 -0.634
N 2.602 -1.330 -1.119 -0.1060 0.2694 0.5216 -0.612
C 2.429 -1.803 -2.357 -0.6965 0.0860 -0.0578 0.657
O 3.288 -2.318 -3.040 0.1526 -0.1461 -0.2957 -0.629
C 0.997 -1.641 -2.899 0.4436 -0.0478 -0.6013 -0.178
O 0.071 -1.218 -1.908 -0.1367 -0.1715 0.2416 -0.522
C -0.411 0.040 -1.990 0.2065 0.3844 -0.3933 0.776
O -0.195 0.773 -2.927 0.0214 -0.1931 0.2809 -0.599
C -1.120 0.434 -0.757 -0.0693 -0.0315 0.3170 -0.184
C -0.549 0.006 0.440 -0.0710 -0.0131 -0.2053 -0.132
C -0.906 0.556 1.647 0.4490 -0.2474 0.7033 -0.422
S -0.082 -0.027 3.118 -0.0785 -0.1511 0.0004 2.336
O -0.182 0.970 4.141 -0.3603 0.0916 -0.0742 -0.936
O 1.221 -0.503 2.742 -0.2502 -0.1811 -0.1542 -0.960
N -0.959 -1.357 3.630 0.7187 0.7964 -0.1016 -0.651
C -0.869 -2.505 2.764 0.1766 -0.2697 -0.2897 -0.430
C -2.284 -1.033 4.093 -0.3385 0.2305 0.1784 -0.431
C -1.854 1.567 1.693 -0.0397 -0.0212 -0.0247 -0.141
C -2.484 1.962 0.539 -0.0182 0.0949 -0.0030 -0.279
C -2.180 1.383 -0.718 0.1999 -0.2022 0.1410 0.256
N -2.913 1.704 -1.801 0.0227 0.1736 -0.0675 -0.381
C -2.943 0.964 -3.046 0.1050 -0.2058 -0.6053 -0.215
C -4.299 1.309 -3.654 0.0833 0.0030 0.1023 -0.406
C -4.483 2.754 -3.205 -0.0035 -0.1046 0.1006 -0.406
C -3.952 2.720 -1.775 -0.2237 0.3124 0.1174 -0.213
H 2.910 0.594 1.363 -0.0394 0.0111 0.1226 0.226
H 2.517 1.195 -0.254 -0.1228 0.0642 -0.0283 0.202
H 3.794 1.955 0.680 -0.0099 0.1295 0.0291 0.215
H 4.627 0.439 -1.162 -0.0280 -0.0654 0.0400 0.203
H 6.119 1.035 0.643 0.0700 0.0780 0.0380 0.211
H 5.408 -0.160 1.722 0.0360 -0.0448 0.1711 0.206
H 6.349 -0.682 0.317 0.1449 -0.0951 0.0201 0.207
H 4.551 -1.928 -0.983 -0.0974 0.0992 0.0947 0.229
H 2.902 -1.599 1.586 -0.0365 -0.0016 0.0784 0.228
H 4.520 -2.299 1.467 0.0978 -0.0285 0.1336 0.216
H 3.158 -3.110 0.703 -0.0205 -0.0781 0.0002 0.213
H 1.815 -0.933 -0.631 -0.0028 -0.1037 -0.2297 0.400
H 0.661 -2.607 -3.285 0.0703 0.1244 0.1025 0.216
H 1.018 -0.915 -3.720 0.0370 -0.2076 0.1540 0.237
H 0.227 -0.742 0.438 0.0509 -0.0669 -0.0931 0.232
H -1.169 -3.396 3.315 -0.0045 0.0280 -0.0005 0.212
H -1.502 -2.405 1.872 -0.0227 -0.0376 0.0057 0.180
H 0.171 -2.603 2.463 -0.0300 -0.2380 -0.0906 0.236
H -2.206 -0.124 4.683 -0.2420 -0.0436 0.1065 0.237
H -2.655 -1.842 4.723 0.0142 0.0075 -0.0176 0.211
H -2.987 -0.874 3.263 -0.0233 -0.0297 0.0128 0.179
H -2.078 2.030 2.641 -0.0975 0.1247 0.0825 0.242
H -3.226 2.741 0.596 -0.0936 0.0595 -0.0115 0.223
H -2.130 1.286 -3.706 -0.1921 -0.1398 0.0739 0.225
H -2.820 -0.106 -2.853 0.0038 0.0240 -0.0308 0.202
H -5.081 0.678 -3.227 -0.0445 -0.0245 -0.0069 0.201
H -4.306 1.193 -4.734 -0.0025 -0.0590 -0.0287 0.223
H -3.870 3.414 -3.819 0.0061 0.0526 -0.0163 0.209
H -5.517 3.089 -3.253 0.0013 0.0681 0.0060 0.221
H -4.751 2.432 -1.079 0.0395 0.0740 0.0297 0.188
H -3.543 3.684 -1.463 -0.0693 -0.0284 0.0608 0.207
```
Forces are in eV/Å.


Calculated values (g/mol) of molar mass for the records, taken in order: 544.45, 425.55.